1.
7 unconnected molecules or ions with the total composition CH16O6. Source: the OMol25 dataset; level of theory: ωB97M-V/def2-TZVPD.

Summary:
Kohn-Sham gap = 11.41 eV
energy relative to the best compared isomer or geometry (same formula, charge and spin) = 0.625 eV
SMILES string = C.O.O.O.O.O.O
LUMO energy = 0.0137 Eh
total energy = -13581.990 eV

```
23
CH16O6 ωB97M-V/def2-TZVPD
C -0.351 1.665 2.534
H 0.230 1.955 3.406
H 0.066 0.706 2.221
H -0.399 2.404 1.742
H -1.382 1.465 2.839
O 2.317 0.759 -1.421
H 2.765 1.220 -2.147
H 3.030 0.535 -0.810
O -2.052 -0.362 -0.598
H -1.826 0.368 -1.202
H -2.095 0.127 0.237
O -1.924 -2.948 -1.883
H -2.536 -3.464 -1.356
H -2.286 -2.047 -1.856
O 2.929 -0.800 1.461
H 2.236 -1.100 0.849
H 2.414 -0.705 2.265
O -0.724 1.961 -2.017
H 0.209 1.688 -1.981
H -1.078 1.707 -2.874
O 0.381 -1.433 0.342
H 0.407 -2.374 0.557
H -0.332 -1.327 -0.309
```


2.
A single C5H3N3 molecule. Source: the OMol25 dataset; level of theory: ωB97M-V/def2-TZVPD.

Summary:
Kohn-Sham gap = 7.59 eV
energy relative to the best compared isomer or geometry (same formula, charge and spin) = 3.556 eV
SMILES string = C1=NC2=CN=NC2=C1
LUMO energy = -0.0770 Eh
total energy = -9699.264 eV

```
11
C5H3N3 ωB97M-V/def2-TZVPD
C 1.399 1.553 0.011
N 0.296 1.366 -0.980
C -0.281 0.334 -0.499
C -1.418 -0.534 -0.841
N -1.306 -1.626 -0.185
N -0.265 -1.490 0.872
C 0.223 -0.375 0.602
C 1.294 0.629 1.045
H 1.862 2.568 -0.096
H -2.037 -0.520 -1.668
H 1.795 0.553 1.902
```


3.
12 unconnected molecules or ions with the total composition C4H32N2O13. Source: the OMol25 dataset; level of theory: ωB97M-V/def2-TZVPD.

Summary:
Kohn-Sham gap = 9.30 eV
energy relative to the best compared isomer or geometry (same formula, charge and spin) = 4.406 eV
SMILES string = NCCNCC(=O)O.O.O.O.O.O.O.O.O.O.O.O
LUMO energy = 0.0062 Eh
total energy = -34264.299 eV

```
51
C4H32N2O13 ωB97M-V/def2-TZVPD
N -2.103 -0.205 1.941
C -1.459 -0.553 0.649
C -0.472 0.490 0.187
N -0.116 0.447 -1.223
C 0.911 1.465 -1.495
C 1.036 1.761 -2.985
O 1.888 2.511 -3.368
O 0.143 1.121 -3.819
H -2.496 0.698 1.746
H -2.703 -0.880 2.342
H -2.249 -0.804 -0.170
H -1.128 -1.588 0.728
H -0.702 1.546 0.481
H 0.449 0.188 0.773
H 0.200 -0.434 -1.646
H 1.889 1.004 -1.235
H 0.809 2.383 -0.905
H -0.699 1.213 -3.322
O 2.411 1.882 2.066
H 1.450 2.096 2.349
H 2.814 2.784 2.069
O 1.534 -2.548 2.963
H 1.819 -1.625 2.740
H 2.335 -2.861 3.387
O -2.133 3.624 -0.028
H -2.596 3.323 -0.809
H -2.847 4.070 0.453
O 1.309 -3.615 0.596
H 1.441 -3.072 1.427
H 2.154 -3.378 0.233
O 0.430 1.208 3.762
H -0.098 0.899 2.984
H 0.797 0.325 3.934
O -1.653 2.587 2.706
H -2.576 2.826 2.841
H -1.414 2.573 3.673
O 0.713 -3.272 -1.865
H 0.700 -4.190 -2.168
H 0.318 -3.116 -1.022
O 2.887 -0.632 1.281
H 2.218 -0.681 0.565
H 3.127 0.297 1.368
O -1.575 -2.184 -3.005
H -1.864 -1.913 -3.858
H -0.667 -2.039 -2.778
O -3.693 0.277 -1.680
H -2.796 0.605 -1.502
H -3.664 -0.637 -1.930
O 2.065 -0.987 -2.947
H 2.255 -1.212 -3.853
H 1.598 -1.777 -2.631
```


4.
A molecular structure, C28H42LaN3O6P. Source: the OMol25 dataset; level of theory: ωB97M-V/def2-TZVPD.

Summary:
Kohn-Sham gap (alpha / beta) = 8.29 / 5.02 eV
energy relative to the best compared isomer or geometry (same formula, charge and spin) = 0.417 eV
charge = +2
LUMO energy (alpha / beta) = -0.2250 / -0.3452 Eh
total energy = -56603.794 eV
2S+1 = 2
<S²> = 0.7525

```
81
C28H42LaN3O6P ωB97M-V/def2-TZVPD
C 1.418 0.773 -2.280
N 0.296 1.186 -1.618
C -0.356 2.269 -2.073
C -0.231 2.684 -3.390
C 0.640 1.983 -4.218
C 1.486 1.011 -3.666
La -0.071 0.242 0.683
C 1.304 -1.790 2.409
O 1.534 -2.251 3.430
C -1.230 2.991 -1.092
N -1.846 2.097 -0.056
C -3.197 1.664 -0.532
C -3.165 0.788 -1.767
C 2.495 0.193 -1.400
P 2.509 -1.299 -0.279
C 4.400 -1.056 0.093
C 5.268 -2.081 -0.637
C 2.020 -2.999 -0.963
C 2.411 -4.020 0.128
C 0.490 -3.044 -1.135
C 2.672 -3.344 -2.300
C 4.964 0.331 -0.290
C 4.523 -1.247 1.609
C -2.104 2.854 1.203
C -0.887 3.531 1.809
H -0.843 3.523 -3.726
H 0.704 2.252 -5.267
H 2.177 0.446 -4.290
H 3.303 -0.166 -2.073
H 0.237 -4.066 -1.461
H -0.061 -2.853 -0.202
H 0.134 -2.333 -1.896
H 2.248 -4.307 -2.623
H 2.450 -2.601 -3.077
H 3.758 -3.473 -2.235
H 1.981 -4.992 -0.157
H 3.494 -4.155 0.230
H 2.005 -3.734 1.109
H 6.315 -1.897 -0.347
H 5.035 -3.116 -0.370
H 5.212 -1.969 -1.728
H 5.041 0.462 -1.376
H 4.361 1.154 0.106
H 5.985 0.422 0.113
H 4.178 -2.241 1.921
H 5.588 -1.166 1.877
H 3.960 -0.481 2.159
H -0.631 3.766 -0.588
H -2.019 3.503 -1.665
H -3.685 1.148 0.311
H -3.779 2.582 -0.736
H -2.557 2.147 1.914
H -2.871 3.616 0.981
H -1.028 3.567 2.894
H 0.081 3.050 1.623
H -0.831 4.563 1.452
H -4.209 0.563 -2.019
H -2.721 1.328 -2.610
H -2.635 -0.161 -1.598
C 2.706 1.889 1.761
H 2.276 2.871 2.022
H 3.808 1.995 1.577
H 2.527 1.315 2.697
O 1.874 1.378 0.667
H 2.460 0.962 -0.464
O -2.002 -1.424 0.355
C -2.426 -1.037 1.501
O -1.643 -0.463 2.360
C -3.867 -1.029 1.875
C -4.811 -1.279 0.864
C -6.117 -0.848 1.021
C -6.443 -0.120 2.185
C -5.570 -0.084 3.294
C -4.284 -0.542 3.131
N -7.492 0.867 2.151
O -8.169 1.028 1.122
O -7.657 1.563 3.177
H -4.504 -1.794 -0.046
H -6.873 -0.993 0.248
H -5.923 0.397 4.205
H -3.590 -0.500 3.979
```


5.
3 unconnected molecules or ions with the total composition C15H36FN2P. Source: the OMol25 dataset; level of theory: ωB97M-V/def2-TZVPD.

Summary:
Kohn-Sham gap = 8.94 eV
SMILES string = CCN(CC)CC.CCN(CC)CC.C=CCPF
LUMO energy = 0.0304 Eh
total energy = -31123.490 eV

```
55
C15H36FN2P ωB97M-V/def2-TZVPD
C -0.940 -4.353 6.830
C -0.274 -3.492 5.766
N 0.072 -2.163 6.231
C 0.469 -1.268 5.157
C 1.749 -1.595 4.377
C 0.888 -2.109 7.432
C 2.255 -2.808 7.409
H -1.833 -3.866 7.223
H -1.236 -5.308 6.395
H -0.269 -4.571 7.662
H -0.976 -3.382 4.935
H 0.596 -4.039 5.368
H 0.550 -0.255 5.558
H -0.359 -1.225 4.444
H 2.647 -1.353 4.944
H 1.779 -0.996 3.464
H 1.797 -2.644 4.081
H 0.306 -2.531 8.254
H 1.026 -1.060 7.705
H 2.210 -3.786 6.928
H 2.605 -2.963 8.431
H 3.012 -2.211 6.902
C -1.475 0.938 -6.197
C -1.060 2.280 -6.779
N -1.163 3.373 -5.831
C -1.009 4.680 -6.447
C 0.345 5.033 -7.075
C -0.463 3.183 -4.573
C 1.052 2.938 -4.617
H -2.492 0.978 -5.806
H -1.441 0.173 -6.974
H -0.807 0.615 -5.397
H -1.720 2.502 -7.622
H -0.045 2.180 -7.198
H -1.266 5.443 -5.708
H -1.777 4.765 -7.223
H 1.095 5.270 -6.322
H 0.235 5.920 -7.703
H 0.729 4.233 -7.708
H -0.927 2.340 -4.053
H -0.669 4.044 -3.933
H 1.335 2.242 -5.409
H 1.381 2.505 -3.670
H 1.613 3.860 -4.756
C -0.786 -0.486 -2.263
C -0.881 -1.441 -1.319
C -0.222 -1.367 0.016
P -1.452 -0.944 1.327
F -0.636 0.162 2.159
H 0.120 0.076 -2.459
H -1.642 -0.275 -2.893
H -1.450 -2.333 -1.566
H 0.520 -0.565 0.011
H 0.308 -2.286 0.276
H -1.422 -2.058 2.211
```


6.
A molecular structure, C7H26CuN10O7. Source: the OMol25 dataset; level of theory: ωB97M-V/def2-TZVPD.

Summary:
Kohn-Sham gap = 7.93 eV
charge = +1
LUMO energy = -0.0657 Eh
total energy = -81553.422 eV

```
51
C7H26CuN10O7 ωB97M-V/def2-TZVPD
Cu 10.238 9.305 9.958
C 13.322 10.442 10.942
C 14.635 9.848 11.343
O 14.596 8.529 11.879
O 12.668 9.784 9.824
H 13.549 11.474 10.653
H 12.546 10.488 11.723
H 15.135 10.524 12.052
H 15.291 9.884 10.470
H 13.648 8.460 12.093
H 13.303 9.312 9.265
C 10.529 12.488 9.320
O 9.956 11.431 9.058
N 11.377 13.080 8.467
N 10.309 13.240 10.368
H 11.413 12.607 7.580
H 11.542 14.070 8.457
H 10.957 13.810 10.892
H 9.612 12.768 10.924
C 8.977 9.897 12.942
O 9.729 10.190 12.008
N 7.721 9.581 12.807
N 9.282 9.960 14.219
H 7.164 9.174 13.520
H 7.461 9.302 11.872
H 10.160 10.395 14.393
H 8.643 10.015 15.003
C 10.478 6.455 11.390
O 10.954 7.370 10.760
N 9.403 6.499 12.122
N 11.124 5.334 11.676
H 8.849 7.262 11.790
H 8.837 5.681 12.288
H 12.065 5.362 11.364
H 11.192 4.964 12.588
C 10.351 9.082 6.696
O 9.732 8.893 7.728
N 11.473 8.445 6.386
N 9.994 9.972 5.770
H 11.557 7.502 6.722
H 11.740 8.504 5.410
H 9.360 10.675 6.106
H 10.583 10.216 4.989
C 7.024 8.134 9.432
O 8.002 8.206 10.189
N 6.999 8.645 8.193
N 5.893 7.518 9.745
H 6.309 8.366 7.534
H 7.927 8.906 7.924
H 5.067 7.557 9.169
H 5.872 7.147 10.671
```


7.
A molecular structure, C31H42BrN3NiP2. Source: the OMol25 dataset; level of theory: ωB97M-V/def2-TZVPD.

Summary:
Kohn-Sham gap (alpha / beta) = 6.40 / 3.55 eV
energy relative to the best compared isomer or geometry (same formula, charge and spin) = 4.264 eV
charge = +2
LUMO energy (alpha / beta) = -0.2552 / -0.3597 Eh
total energy = -166938.149 eV
2S+1 = 3
<S²> = 2.0066

```
80
C31H42BrN3NiP2 ωB97M-V/def2-TZVPD
C -0.520 6.794 -3.685
C -0.662 5.426 -4.057
C -1.007 5.214 -5.409
C -1.163 6.301 -6.285
N -1.008 7.566 -5.914
C -0.696 7.810 -4.646
C -0.502 4.288 -3.125
C -0.412 3.487 -2.189
C -0.712 2.734 -0.995
C 0.132 2.678 0.125
C -0.195 1.822 1.197
C -1.347 1.047 1.099
C -2.328 1.395 0.172
C -1.932 2.052 -0.982
Ni -0.210 -0.657 -1.504
P 1.872 -0.999 0.939
H -1.182 4.212 -5.801
H -0.293 7.106 -2.662
H -1.427 6.138 -7.327
H -0.583 8.859 -4.376
H -2.564 2.080 -1.863
H 0.993 3.344 0.135
H -3.316 1.056 0.381
H 0.399 1.751 2.101
C 2.276 -2.522 2.010
C 3.198 -3.570 1.394
H 1.299 -2.969 2.265
H 2.697 -2.184 2.975
H 3.257 -4.443 2.056
H 2.828 -3.912 0.420
H 4.226 -3.203 1.278
C 2.280 -1.298 -0.845
C 3.150 -0.252 -1.553
H 1.325 -1.262 -1.470
H 2.647 -2.321 -1.024
H 3.011 -0.391 -2.637
H 2.816 0.767 -1.307
H 4.220 -0.338 -1.341
C 3.275 0.070 1.499
C 4.666 -0.583 1.370
H 3.108 0.369 2.552
H 3.238 0.999 0.901
H 5.459 0.170 1.509
H 4.828 -1.356 2.134
H 4.817 -1.032 0.378
Br -1.427 -0.689 1.806
P -2.286 -3.191 -1.521
C -0.602 -3.323 -0.864
C 0.115 -4.608 -1.312
H -0.618 -3.226 0.214
H -0.026 -2.443 -1.300
H 1.190 -4.449 -1.489
H 0.026 -5.390 -0.559
H -0.329 -5.007 -2.234
C -3.332 -3.300 -0.024
C -4.758 -3.808 -0.305
H -3.340 -2.324 0.501
H -2.834 -3.999 0.669
H -5.309 -3.963 0.633
H -5.345 -3.110 -0.921
H -4.707 -4.773 -0.829
C -2.538 -1.471 -2.041
C -2.852 -1.319 -3.539
H -1.584 -0.856 -1.824
H -3.347 -1.053 -1.435
H -3.161 -0.289 -3.765
H -1.973 -1.520 -4.159
H -3.646 -2.000 -3.872
N 0.284 0.693 9.290
C 0.283 0.647 8.124
C 0.278 0.492 6.699
C -0.946 0.608 6.002
C -0.897 0.563 4.613
N 0.236 0.303 3.929
C 1.292 -0.140 4.606
C 1.427 0.050 6.004
H -1.926 0.745 6.482
H -1.796 0.710 3.998
H 2.101 -0.636 4.040
H 2.388 -0.165 6.487
```


8.
A molecular structure, C3H9F6K2N3O16PS6. Source: the OMol25 dataset; level of theory: ωB97M-V/def2-TZVPD.

Summary:
Kohn-Sham gap = 6.30 eV
energy relative to the best compared isomer or geometry (same formula, charge and spin) = 7.141 eV
charge = -1
LUMO energy = -0.0252 Eh
total energy = -163739.558 eV

```
46
C3H9F6K2N3O16PS6 ωB97M-V/def2-TZVPD
K 2.889 3.697 -0.148
K 1.335 -0.496 -0.400
N 3.157 1.477 -3.800
S 2.756 2.188 -5.061
O 1.821 1.395 -5.899
O 3.612 3.225 -5.748
F 1.792 3.169 -4.221
S 4.571 0.811 -4.552
O 5.676 1.727 -4.508
O 4.502 -0.271 -5.549
F 4.962 -0.071 -3.178
N -0.629 2.241 2.582
S -1.730 3.192 2.261
O -1.182 4.441 1.795
O -3.116 2.990 2.529
F -1.737 2.560 0.772
S -0.664 2.654 4.186
O -1.875 2.486 4.946
O 0.294 3.737 4.580
F 0.201 1.400 4.691
N 7.325 -0.194 3.950
S 7.048 1.180 4.273
O 7.233 1.766 5.675
O 6.067 1.864 3.380
F 8.411 1.785 3.658
S 5.694 -0.793 4.317
O 4.724 -0.538 3.224
O 5.314 -0.735 5.715
F 6.117 -2.330 4.148
C -5.455 -2.512 0.705
O -4.188 -2.643 0.081
P -4.112 -2.527 -1.495
O -2.763 -2.745 -1.988
O -5.261 -3.480 -2.040
C -5.369 -4.841 -1.525
O -4.732 -1.037 -1.770
C -4.770 -0.608 -3.121
H -6.073 -1.900 0.048
H -5.375 -1.844 1.563
H -5.794 -3.544 0.791
H -4.859 -5.023 -0.579
H -5.038 -5.502 -2.326
H -6.449 -4.931 -1.408
H -3.865 -0.115 -3.475
H -5.570 0.122 -3.247
H -4.897 -1.426 -3.831
```


9.
A molecular structure, C25H22BrN6Pt. Source: the OMol25 dataset; level of theory: ωB97M-V/def2-TZVPD.

Summary:
Kohn-Sham gap = 5.68 eV
energy relative to the best compared isomer or geometry (same formula, charge and spin) = 0.581 eV
charge = +1
LUMO energy = -0.1482 Eh
total energy = -108505.173 eV

```
55
C25H22BrN6Pt ωB97M-V/def2-TZVPD
Pt 0.723 -1.917 0.147
C -4.191 2.824 1.041
C -2.883 2.136 0.833
C -1.971 2.597 -0.119
C -0.761 1.978 -0.284
C -0.373 0.860 0.493
N 0.822 0.271 0.269
C 1.892 0.945 -0.233
C 2.191 2.214 0.308
C 3.308 2.923 -0.052
C 4.202 2.399 -0.985
C 5.446 3.124 -1.374
C 3.926 1.149 -1.526
C 2.792 0.413 -1.193
N 2.603 -0.801 -1.891
C 3.116 -1.043 -3.121
C 2.863 -2.354 -3.442
C 2.167 -2.862 -2.344
N 2.016 -1.919 -1.423
C -1.327 0.362 1.428
C -2.553 1.003 1.562
N -1.080 -0.751 2.256
C -1.632 -0.967 3.474
C -1.167 -2.174 3.940
C -0.321 -2.646 2.937
N -0.283 -1.779 1.935
H -4.145 3.849 0.683
H -4.467 2.829 2.094
H -4.979 2.309 0.491
H -2.221 3.451 -0.726
H -0.075 2.324 -1.039
H 1.523 2.595 1.066
H 3.500 3.884 0.401
H 5.361 4.185 -1.155
H 5.661 2.989 -2.432
H 6.294 2.730 -0.814
H 4.640 0.732 -2.219
H 3.586 -0.283 -3.710
H 3.144 -2.871 -4.336
H 1.778 -3.851 -2.192
H -3.281 0.614 2.258
H -2.287 -0.269 3.952
H -1.401 -2.635 4.878
H 0.266 -3.546 2.909
Br -1.000 -0.824 -2.423
C -2.078 -1.726 -1.149
C -3.366 -1.290 -0.896
C -4.098 -1.970 0.067
C -3.511 -3.052 0.708
C -2.224 -3.419 0.355
N -1.500 -2.755 -0.546
H -3.768 -0.447 -1.436
H -5.111 -1.669 0.294
H -4.034 -3.605 1.469
H -1.735 -4.264 0.815
```


10.
A molecular structure, C4H8O3. Source: the OMol25 dataset; level of theory: ωB97M-V/def2-TZVPD.

Summary:
Kohn-Sham gap = 10.61 eV
energy relative to the best compared isomer or geometry (same formula, charge and spin) = 3.243 eV
LUMO energy = 0.0184 Eh
total energy = -10417.761 eV

```
15
C4H8O3 ωB97M-V/def2-TZVPD
O -2.280 1.346 -0.168
C -2.004 0.232 0.154
O -3.029 -0.603 0.578
C -0.610 -0.323 0.217
C 0.458 0.543 -0.459
C 1.886 -0.196 -0.129
O 2.819 0.738 -0.415
H -2.999 -0.633 1.542
H -0.747 -1.303 -0.262
H -0.330 -0.587 1.240
H 0.273 0.668 -1.521
H 0.526 1.402 0.200
H 1.777 -0.452 0.934
H 1.825 -1.195 -0.599
H 2.435 0.363 -1.312
```


Q: The lowest total energy belongs to which entry?
A: C31H42BrN3NiP2


Q: Among the records above, which one has the highest total energy?
A: C5H3N3